Entry P
Computed, not measured: 3 unconnected molecules or ions with the total composition C7H17NO, with ωB97M-V/def2-TZVPD.

LUMO energy (spin up / spin down) = 0.91 / 0.91 eV
frontier orbital gap (spin up / spin down) = 0.2660 / 0.2929 Eh
spin multiplicity = 1
total charge = 0

Each line ends with the natural charge from an NBO analysis.
Element x y z (Å)
C  -0.3553  0.4536  0.4942  0.58
C  1.5471  -0.4653  -1.3167  -0.07
C  -2.6786  0.1792  0.5980  -0.39
C  -0.1336  1.9194  0.7137  -0.70
C  2.3696  0.7421  -1.6634  -0.67
C  2.2003  -1.4419  -0.3893  -0.67
C  -2.8481  -1.1738  1.2096  -0.68
N  -0.5087  -0.1607  -0.6623  -0.66
O  0.1274  -0.2705  1.5308  -0.69
H  -0.0899  -1.1999  1.3679  0.49
H  -0.7983  0.5033  -1.3719  0.36
H  1.1088  -0.9435  -2.1910  0.18
H  -2.8646  1.0428  1.2287  0.17
H  -3.1066  0.3084  -0.3899  0.17
H  -0.8521  2.5356  0.1768  0.23
H  -0.2589  2.1889  1.7630  0.23
H  0.8524  2.2995  0.4517  0.23
H  1.8055  1.4496  -2.2738  0.21
H  1.5312  -2.2671  -0.1433  0.21
H  2.6792  1.2741  -0.7579  0.20
H  3.2850  0.4675  -2.2119  0.21
H  3.0984  -1.8932  -0.8391  0.21
H  2.5404  -0.9563  0.5317  0.21
H  -2.3415  -1.2286  2.1770  0.20
H  -3.9016  -1.4230  1.4026  0.22
H  -2.4077  -1.9403  0.5648  0.21

---

Entry Q
Computed, not measured: C7H17NO in the gas phase, with ωB97M-V/def2-TZVPD.

LUMO energy = 0.95 eV
frontier orbital gap = 0.3688 Eh
spin multiplicity = 1
total charge = 0

Each line ends with the natural charge from an NBO analysis.
Element x y z (Å)
C  2.0874  1.8447  0.2958  -0.60
C  1.3342  0.5146  0.3652  -0.22
C  2.1657  -0.5712  -0.3137  -0.61
C  -0.0485  0.7075  -0.2689  -0.42
C  -1.0974  -0.4187  -0.1446  0.09
C  -0.9447  -1.4997  -1.2173  -0.61
C  -1.1085  -1.0556  1.2463  -0.63
N  -2.4475  0.1266  -0.3793  -0.34
O  -2.7793  1.1725  0.5407  -0.60
H  1.5288  2.6323  0.7966  0.21
H  3.0602  1.7590  0.7752  0.20
H  2.2417  2.1398  -0.7402  0.20
H  1.2111  0.2540  1.4206  0.20
H  3.1896  -0.5403  0.0543  0.21
H  1.7715  -1.5625  -0.1094  0.20
H  2.1863  -0.4199  -1.3908  0.20
H  0.0839  0.9370  -1.3307  0.19
H  -0.4964  1.5883  0.2019  0.23
H  -0.0546  -2.0946  -1.0482  0.22
H  -1.8123  -2.1548  -1.1928  0.22
H  -0.8801  -1.0537  -2.2074  0.20
H  -1.9725  -1.7110  1.3336  0.22
H  -0.2106  -1.6438  1.4070  0.21
H  -1.1684  -0.2891  2.0154  0.22
H  -2.4679  0.5797  -1.2915  0.34
H  -3.3713  0.7588  1.1821  0.47

---

Short version: entry Q, entry P, most stable first.

---

Entry P
Computed, not measured: 2 unconnected molecules or ions with the total composition C5H8O4, with ωB97M-V/def2-TZVPD.

LUMO energy = 6.43 eV
frontier orbital gap = 0.2995 Eh
spin multiplicity = 1
total charge = -2

Each line ends with the natural charge from an NBO analysis.
Element x y z (Å)
C  -1.8744  -0.5797  -1.1065  -0.73
C  -3.0038  -1.3443  -1.8054  0.75
O  -2.7361  -1.8723  -2.9140  -0.81
O  -4.1144  -1.3468  -1.2132  -0.81
H  -0.9218  -0.6289  -1.6277  0.19
H  -1.7203  -0.8430  -0.0555  0.21
H  -2.1358  0.4808  -0.9892  0.20
C  1.6175  0.0574  1.1755  -0.52
C  1.4733  0.6454  -0.2294  -0.62
C  1.8856  1.1160  2.2807  0.76
O  1.8550  0.6535  3.4521  -0.82
O  2.0915  2.3074  1.9657  -0.80
H  0.7695  -0.5461  1.4903  0.21
H  2.4756  -0.6166  1.2626  0.19
H  0.8001  0.1238  -0.9032  0.20
H  2.4879  0.7440  -0.6199  0.18
H  1.0506  1.6491  -0.1631  0.22

---

Entry Q
Computed, not measured: 2 unconnected molecules or ions with the total composition C5H8O4, with ωB97M-V/def2-TZVPD.

LUMO energy = 6.51 eV
frontier orbital gap = 0.2532 Eh
spin multiplicity = 1
total charge = -2

Each line ends with the natural charge from an NBO analysis.
Element x y z (Å)
C  -1.5101  -0.7246  -0.2119  -0.56
C  -1.9165  0.7318  -0.7298  -0.63
C  -1.0742  -0.4833  1.3043  0.78
O  -1.0702  -1.5867  1.8786  -0.83
O  -0.9678  0.6429  1.7206  -0.75
H  -2.4105  -1.3767  -0.1880  0.18
H  -0.5904  -1.2914  -0.6127  0.23
H  -0.8991  1.3207  -0.8076  0.23
H  -2.7220  1.1289  -0.0743  0.20
H  -2.3736  0.7282  -1.7015  0.15
C  1.6038  -0.1293  -0.2211  -0.76
C  2.9555  0.5162  0.1693  0.76
O  3.8538  -0.0925  -0.5022  -0.89
O  3.2181  1.4579  0.8514  -0.75
H  0.7938  0.4424  0.1078  0.21
H  1.3103  -1.0639  0.3036  0.22
H  1.7991  -0.2209  -1.2863  0.21

---

Short version: entry P, entry Q, most stable first.